No. 1
C13H16FO7S2 | the ωB97M-V functional and the def2-TZVPD basis

Geometry as XYZ:
```
39
Properties=species:S:1:pos:R:3:forces:R:3
F 0.423 4.426 2.927 0.1442 -1.1031 0.1371
S 0.450 2.811 3.205 -0.3985 0.4577 0.1470
C 1.538 2.351 1.917 -0.0033 -0.0300 -0.4261
C 1.589 1.072 1.518 0.7656 0.3155 0.3275
O 1.044 2.670 4.500 -0.3886 0.1015 -0.2798
O -0.891 2.374 2.933 1.1503 0.3600 0.4055
H 2.129 3.166 1.489 -0.8114 -0.1525 -0.2715
H 1.945 0.829 0.518 0.5772 -0.0738 0.3935
H 1.429 0.244 2.208 -0.9608 0.0140 -0.4980
C 3.553 -3.503 -1.168 0.1308 -0.3319 -0.4520
C 2.884 -2.978 0.071 -0.9631 0.5570 -0.6487
O 1.694 -2.284 -0.430 1.3640 -1.0358 0.5849
C 0.859 -1.847 0.542 -2.5696 2.8047 -1.2123
C -0.047 -0.781 0.037 4.0405 -3.0165 -1.4716
O -1.007 -0.285 0.785 -2.7772 1.1980 2.4191
C -1.786 -1.062 1.781 0.7919 0.5788 -1.5319
S -0.140 -0.672 -1.802 -0.5512 -0.0072 3.4037
C -1.389 0.609 -1.936 0.0594 -0.4619 -0.1762
C -2.524 0.359 -2.701 -0.0267 0.3396 0.4095
C -3.566 1.287 -2.658 0.0732 0.1865 0.1168
C -3.455 2.442 -1.870 0.2000 -0.0934 -0.1059
C -2.273 2.687 -1.154 -0.1178 -0.0889 -0.0578
C -1.235 1.758 -1.172 -0.2797 0.3077 -0.3057
O 1.095 -0.132 -2.329 -0.0284 -0.2777 -0.5418
O -0.722 -1.906 -2.290 0.1211 0.0878 -1.2764
O 0.876 -2.255 1.703 0.6009 -0.1473 0.3401
H 4.536 -3.923 -0.933 -0.0422 -0.0082 -0.0122
H 2.932 -4.293 -1.611 0.1711 0.1566 0.0349
H 3.677 -2.718 -1.927 -0.0429 -0.1359 0.3192
H 2.577 -3.784 0.750 0.1766 0.3531 -0.0539
H 3.521 -2.245 0.582 -0.1605 -0.1924 0.1397
H -2.360 -0.289 2.286 -0.0850 -0.1231 0.0215
H -2.434 -1.752 1.232 0.0205 -0.1489 0.2727
H -1.094 -1.564 2.460 -0.2297 -0.0690 -0.1575
H -2.595 -0.567 -3.270 0.0165 0.2101 0.1795
H -4.472 1.086 -3.227 0.1047 0.1395 0.1165
H -4.287 3.155 -1.818 0.3884 -0.3191 -0.0438
H -2.153 3.588 -0.551 -0.1809 -0.2033 -0.1483
H -0.323 1.927 -0.600 -0.2793 -0.1483 -0.0975
```
Positions in Å, forces in eV/Å.

Output
HOMO level = -2.9 eV
Strongest force on any atom = 5.3 eV Å⁻¹
LUMO level = 2.9 eV
Net charge = -1
Kohn-Sham gap = 0.214 Ha

=====

No. 2
C38H107N7O12 | the ωB97M-V functional and the def2-TZVPD basis

Geometry as XYZ:
```
164
Properties=species:S:1:pos:R:3:forces:R:3
C 0.332 8.071 2.632 -0.8832 -0.5046 0.4073
C 1.022 6.784 2.281 -0.1485 -1.3439 -1.4038
C 0.469 6.036 1.022 -1.2419 0.0526 1.2216
O 1.176 4.821 0.859 0.4339 0.8225 0.1193
C 0.590 3.869 0.019 -0.1081 -0.8567 -0.1646
N 2.375 7.139 1.957 1.1070 -0.0310 -0.2723
H -0.740 7.888 2.703 -0.1816 0.3065 -0.0222
H 0.540 8.837 1.885 -0.0788 -0.0100 -0.0266
H 0.678 8.421 3.604 0.0739 0.0604 -0.1000
H 1.005 5.997 3.035 -0.0322 0.3771 0.5510
H 0.465 6.722 0.175 0.4994 -0.0611 -0.5456
H -0.583 5.795 1.174 -0.4138 -0.1275 0.1336
H -0.428 3.604 0.307 -0.3633 0.3127 0.1452
H 1.141 2.935 0.130 0.2992 0.1247 0.0170
H 0.586 4.115 -1.043 0.1053 0.3532 -0.0441
H 2.224 7.574 1.058 0.5813 0.8153 -0.2890
H 2.842 6.296 1.654 0.4144 -0.4130 0.2976
C -2.561 3.861 -5.879 -0.6187 0.4140 0.3455
C -1.232 3.517 -5.325 1.7664 -0.3716 0.9016
C -1.246 2.240 -4.491 0.4785 -0.0127 -0.0536
O 0.033 1.976 -3.875 -0.3986 1.0576 -0.0827
C -0.010 0.987 -2.866 -0.8496 -0.6818 -0.4015
N -0.267 3.419 -6.398 0.3805 -0.3811 -0.6770
H -3.003 3.062 -6.474 0.1690 -0.0341 -0.2287
H -2.398 4.762 -6.471 -0.4883 -0.0575 -0.1292
H -3.251 4.045 -5.056 -0.1971 0.2627 -0.0834
H -0.811 4.321 -4.722 -0.5015 0.2020 0.3919
H -1.428 1.445 -5.213 -0.3539 -0.4939 0.0673
H -2.078 2.310 -3.789 0.1024 -0.3141 0.4933
H 0.967 0.651 -2.519 0.0747 0.4938 -0.2539
H -0.507 0.111 -3.282 0.0354 -0.4530 -0.0583
H -0.643 1.265 -2.023 0.0416 0.4436 0.2582
H -0.524 2.587 -6.908 -0.0444 -0.2021 -0.6349
H 0.614 3.149 -5.986 0.3702 0.1424 0.1382
C -1.823 -4.379 -6.081 0.0070 0.6549 0.7836
C -2.234 -3.638 -4.770 -0.3364 -1.1867 -0.9710
C -3.768 -3.448 -4.641 1.3273 1.3206 0.0203
O -4.055 -2.909 -3.345 -0.9142 -0.7362 -0.0937
C -3.668 -1.597 -3.095 0.3982 1.1353 -0.0243
N -1.812 -4.448 -3.647 0.8821 -0.0778 0.3732
H -2.341 -5.338 -6.082 -0.0126 -0.0012 -0.5020
H -0.748 -4.556 -6.120 0.0752 -0.2228 0.5042
H -1.960 -3.773 -6.976 -0.7373 -0.1006 -0.0660
H -1.669 -2.706 -4.753 -0.3197 0.2218 0.1822
H -4.284 -4.402 -4.749 0.0315 0.0124 0.2874
H -4.089 -2.786 -5.446 -0.4072 0.2828 -0.0287
H -4.140 -0.850 -3.733 0.0735 -0.1291 -0.7906
H -2.586 -1.467 -3.104 0.2661 0.0307 -0.3264
H -3.953 -1.195 -2.123 -0.3365 -0.9842 0.4796
H -2.148 -4.031 -2.791 -0.1607 0.2448 0.4034
H -2.270 -5.349 -3.651 0.0224 -0.3657 -0.2232
C 7.058 1.365 4.316 -0.1639 0.4620 -0.3254
C 7.051 0.396 3.104 0.4231 0.7755 0.7335
C 6.288 0.893 1.866 -1.4567 0.3989 0.7891
O 4.941 1.351 2.211 1.7992 -0.6757 0.5800
C 4.138 1.461 1.082 -1.0357 -0.4314 0.3600
N 8.425 0.084 2.720 -0.0418 -0.4860 0.0313
H 7.423 2.358 4.055 -0.1562 0.2012 -0.5217
H 7.741 1.113 5.128 -0.0272 -0.8224 -0.2058
H 6.070 1.495 4.758 0.0148 -0.0841 -0.1498
H 6.641 -0.554 3.447 -0.3117 0.0318 -0.0444
H 6.193 0.093 1.131 0.0445 -0.3004 -0.0260
H 6.796 1.715 1.362 0.3118 0.2391 0.1198
H 3.942 0.481 0.646 0.6103 -0.1645 -0.6948
H 4.544 2.211 0.404 -0.3105 -0.0714 -0.3500
H 3.135 1.680 1.450 -0.0082 0.8177 -0.0754
H 8.362 -0.701 2.087 0.4172 -0.1411 -0.2047
H 8.877 0.839 2.225 -0.0409 0.2223 -0.0556
C -8.543 -2.102 1.674 0.1585 -0.3648 -0.0471
C -7.331 -1.297 1.204 0.1365 -0.6904 0.9044
C -5.989 -1.987 1.568 0.9197 0.4551 0.4435
O -4.883 -1.044 1.421 -0.0123 -0.2233 0.0833
C -3.593 -1.700 1.585 -1.6379 -0.4623 -0.0762
N -7.317 -0.953 -0.203 -0.1576 0.2792 0.1348
H -9.484 -1.560 1.576 0.0815 0.0599 -0.5849
H -8.504 -2.298 2.745 0.4136 -0.1199 0.0853
H -8.587 -3.064 1.164 -0.2524 -0.0643 -0.0659
H -7.462 -0.370 1.763 0.7280 0.2604 0.0480
H -5.703 -2.861 0.983 -0.6525 -0.0672 -0.8164
H -5.990 -2.428 2.565 -0.0754 0.4731 0.6374
H -2.768 -0.996 1.694 -0.4385 0.1639 0.2691
H -3.382 -2.357 0.742 -0.0113 0.0172 -0.3598
H -3.730 -2.368 2.436 0.6594 0.1093 0.3828
H -7.259 -1.806 -0.742 -0.0858 -0.2930 -0.2215
H -6.385 -0.567 -0.255 0.2439 0.4692 -0.8016
C -1.991 4.913 -2.128 -0.2016 0.7086 -0.3928
C -3.422 4.571 -1.730 0.4665 -1.7620 -0.3289
C -3.433 3.689 -0.452 -0.2896 0.0210 -1.6418
O -3.004 2.368 -0.822 0.3912 0.6979 1.5182
C -2.858 1.612 0.399 0.2017 -0.1647 -0.6676
N -4.330 5.698 -1.753 0.7447 0.2431 0.4038
H -1.451 5.596 -1.472 -0.1505 -0.0027 0.4281
H -2.051 5.430 -3.085 0.1433 -0.0516 -0.1620
H -1.390 4.013 -2.254 -0.1197 -0.0125 0.0752
H -3.708 3.903 -2.541 -0.4604 -0.2396 0.0018
H -4.448 3.606 -0.065 -0.1533 0.1841 0.2883
H -2.769 4.168 0.267 0.1150 -0.2297 0.4550
H -2.248 0.734 0.185 -0.3339 -0.0746 -0.2198
H -3.828 1.330 0.807 -0.0722 -0.1339 -0.0426
H -2.310 2.160 1.166 0.0605 0.3482 0.0391
H -5.246 5.418 -1.432 -0.1606 -0.0666 0.0290
H -3.954 6.331 -1.061 -0.2998 0.6014 0.1455
C 4.029 -2.146 3.917 -0.6885 -0.9174 0.5447
C 3.080 -1.079 4.413 0.9003 0.1014 -0.1268
C 2.215 -1.637 5.564 -0.2746 1.2083 -0.6226
O 1.336 -2.664 5.202 0.3560 -1.5224 0.5341
C 0.279 -2.419 4.291 0.6367 0.6591 -0.0831
N 3.914 0.068 4.847 -0.8911 -0.4387 0.0598
H 4.695 -2.434 4.730 0.3409 0.1199 -0.0986
H 4.566 -1.913 2.998 -0.0350 0.1733 0.2150
H 3.382 -3.007 3.753 0.2405 -0.3335 -0.3922
H 2.509 -0.804 3.526 -0.7098 0.1269 0.0861
H 1.614 -0.854 6.028 0.0070 0.6235 -0.0071
H 2.910 -1.951 6.342 -0.1318 -0.5619 -0.0225
H 0.348 -3.148 3.484 0.0963 0.1581 -0.2160
H 0.397 -1.395 3.936 -0.4142 -0.0518 -0.4280
H -0.716 -2.527 4.721 0.1078 0.0480 0.4581
H 4.380 0.343 3.994 0.4189 0.2363 -0.1286
H 3.285 0.843 5.006 -0.1481 0.3787 0.3289
C 0.233 -0.314 0.830 0.3447 -0.0814 -0.3787
C 0.112 -1.301 -0.322 0.5471 -0.4188 -0.2195
O 1.314 -1.344 -1.135 -0.4874 0.6880 1.1818
H 0.967 -0.595 1.585 0.1698 -0.2149 -0.1343
H -0.706 -0.172 1.366 -0.0814 -0.0852 -0.1627
H 0.546 0.637 0.398 -0.0361 0.2370 0.1177
H -0.732 -1.038 -0.959 -0.1966 0.2001 -0.0872
H -0.077 -2.322 0.009 -0.1446 -0.0197 0.3585
H 1.202 -2.154 -1.639 -0.0685 -0.3577 -0.5890
C 1.962 -5.106 -3.802 0.7909 0.4185 -0.8514
C 1.736 -3.599 -3.787 -0.4738 -0.8817 0.9007
O 0.607 -3.380 -2.935 1.3274 1.5047 -0.1376
H 1.283 -5.610 -4.490 -0.2537 0.0288 0.1853
H 1.866 -5.531 -2.803 0.1155 0.0629 -0.1199
H 2.959 -5.253 -4.218 0.2455 -0.4532 0.1827
H 1.656 -3.202 -4.799 -0.5382 0.0718 -0.1617
H 2.586 -3.063 -3.365 -0.0044 -0.0849 0.3043
H -0.140 -3.877 -3.275 -0.9533 -0.7346 -0.2254
C 3.994 -2.945 0.546 -0.1953 0.3074 -1.0627
C 4.307 -3.531 -0.856 -0.9317 1.2222 0.6829
O 5.554 -4.148 -0.828 0.5554 -1.0178 -0.2823
H 3.738 -3.732 1.254 0.1560 0.0062 0.0066
H 3.163 -2.242 0.483 -0.2528 -0.0891 -0.0062
H 4.846 -2.369 0.905 0.1751 -0.2134 -0.0100
H 4.343 -2.796 -1.660 0.1171 0.5197 0.3281
H 3.486 -4.170 -1.181 0.0009 -0.5223 0.1443
H 5.389 -5.033 -0.495 0.3728 -0.2009 0.1044
C -0.906 2.950 4.238 0.6741 0.5713 0.1585
C -0.412 1.581 3.883 -0.4635 -1.0183 0.0871
O -1.424 0.593 4.082 -0.2313 0.0845 -0.3136
H -1.711 3.285 3.584 0.1094 -0.0022 -0.0790
H -0.039 3.607 4.172 -0.1132 0.4180 -0.2711
H -1.236 3.059 5.271 -0.1401 -0.3511 0.1230
H 0.434 1.234 4.477 0.4320 0.5134 0.1049
H -0.126 1.523 2.833 0.0194 0.0810 -0.0198
H -1.867 0.854 4.892 -0.2412 -0.2471 0.1138
C 1.039 -5.642 1.018 0.4003 1.6775 -0.7700
C 1.628 -6.700 0.096 -1.3820 0.5917 0.7452
O 2.277 -7.519 1.025 1.4234 -1.5305 -0.0974
H 1.900 -5.085 1.388 0.2659 -0.0620 0.2141
H 0.537 -5.970 1.928 -0.3113 -0.4368 -0.4997
H 0.496 -4.852 0.499 -0.5941 -0.1713 -0.0773
H 2.286 -6.255 -0.650 0.4747 -0.0135 0.3043
H 0.916 -7.270 -0.500 -0.3734 0.0388 0.1258
H 1.718 -8.285 1.177 0.0840 -0.0735 0.0522
```
Positions in Å, forces in eV/Å.

Output
Multiplicity = 2
HOMO level (spin up / spin down) = 0.6 / -7.4 eV
Strongest force on any atom = 2.1 eV Å⁻¹
LUMO level (spin up / spin down) = 2.0 / 1.9 eV
Expectation value of S² = 0.75
Net charge = -1
Kohn-Sham gap (spin up / spin down) = 0.051 / 0.343 Ha

=====

The lowest strongest force on any atom belongs to which entry? C38H107N7O12